A 13-piece molecular cluster, C16H54F3N24O14 overall at a distorted geometry, computed with wB97M-V/def2-TZVPD.

Results
ΔE to the lowest compared entry with this formula, charge and spin: 37.6 kcal/mol
Total charge: -1
Lowest unoccupied orbital energy: 0.0589 Eh
Calculated total energy: -90061.4945 eV

Each line ends with the Mulliken charge.
Element x y z (Å)
C (-8.452, 8.161, -24.906)  -1.206
O (-9.144, 8.894, -25.898)  0.799
O (-8.296, 8.987, -23.819)  0.705
C (-9.262, 6.784, -24.704)  0.129
F (-9.382, 5.835, -25.679)  -0.159
F (-8.735, 6.051, -23.593)  -0.276
F (-10.564, 7.012, -24.422)  -0.387
C (-8.463, 9.471, -26.975)  -0.419
C (-9.495, 10.247, -27.805)  -1.023
H (-10.319, 9.527, -27.793)  0.214
H (-9.924, 11.100, -27.285)  -0.069
H (-9.152, 10.475, -28.811)  0.456
H (-8.006, 8.745, -27.653)  0.362
H (-7.663, 10.104, -26.582)  0.209
H (-7.527, 7.775, -25.352)  0.250
C (-12.729, 9.797, -24.393)  0.450
O (-13.815, 10.408, -24.169)  -0.794
N (-12.168, 9.203, -23.363)  -0.077
N (-12.151, 9.663, -25.567)  0.031
H (-11.390, 8.572, -23.441)  -0.033
H (-12.805, 9.232, -22.583)  0.201
H (-12.655, 9.832, -26.418)  0.222
H (-11.162, 9.481, -25.436)  -0.138
C (-5.885, 11.560, -23.466)  0.091
O (-4.899, 12.295, -23.348)  -0.803
N (-6.434, 10.811, -22.524)  0.399
N (-6.546, 11.451, -24.604)  0.543
H (-7.088, 10.105, -22.803)  -0.431
H (-5.969, 10.726, -21.632)  0.255
H (-7.404, 10.921, -24.562)  -0.375
H (-6.236, 11.940, -25.425)  0.122
C (-5.254, 7.873, -21.232)  0.474
O (-5.207, 9.018, -20.740)  -0.746
N (-6.085, 7.490, -22.171)  0.405
N (-4.677, 6.881, -20.531)  -0.343
H (-6.887, 8.050, -22.430)  -0.369
H (-5.826, 6.679, -22.715)  0.056
H (-4.828, 5.905, -20.731)  0.103
H (-4.238, 7.034, -19.640)  0.253
C (-10.391, 7.267, -20.393)  0.372
O (-10.947, 7.205, -19.302)  -0.735
N (-9.842, 6.198, -20.984)  -0.236
N (-10.152, 8.378, -21.123)  -0.064
H (-9.996, 5.367, -20.436)  0.209
H (-9.460, 6.227, -21.920)  0.212
H (-9.499, 8.473, -21.889)  -0.100
H (-10.317, 9.148, -20.490)  0.175
C (-9.290, 12.753, -22.072)  0.523
O (-8.273, 13.281, -22.517)  -0.737
N (-9.678, 11.554, -22.518)  0.028
N (-10.127, 13.321, -21.196)  -0.412
H (-9.013, 10.979, -23.010)  -0.147
H (-10.611, 11.248, -22.295)  0.255
H (-9.838, 14.215, -20.836)  0.266
H (-10.989, 12.883, -20.924)  0.144
C (-5.792, 3.805, -22.493)  0.680
O (-6.288, 3.447, -21.438)  -0.683
N (-6.303, 4.584, -23.481)  -0.139
N (-4.514, 3.469, -22.757)  -0.405
H (-5.770, 4.759, -24.316)  0.142
H (-7.190, 5.040, -23.336)  0.091
H (-3.939, 3.849, -23.489)  0.176
H (-4.161, 2.782, -22.110)  0.236
C (-7.385, 13.407, -31.015)  0.562
O (-6.588, 13.348, -31.958)  -0.677
N (-7.245, 12.838, -29.814)  -0.269
N (-8.489, 14.158, -30.945)  -0.386
H (-6.577, 12.109, -29.625)  0.153
H (-7.576, 13.457, -29.090)  0.233
H (-9.149, 13.808, -30.274)  0.227
H (-8.608, 14.662, -31.813)  0.226
C (-4.139, 7.724, -25.010)  0.601
O (-4.723, 6.640, -25.116)  -0.643
N (-4.757, 8.785, -24.534)  0.129
N (-2.837, 7.949, -25.394)  -0.427
H (-5.539, 8.568, -23.934)  -0.245
H (-4.263, 9.661, -24.480)  0.233
H (-2.354, 7.262, -25.947)  0.232
H (-2.335, 8.786, -25.155)  0.151
C (-14.005, 5.404, -27.281)  0.606
O (-14.236, 4.253, -26.897)  -0.679
N (-14.414, 5.892, -28.455)  -0.359
N (-13.217, 6.200, -26.533)  -0.127
H (-15.194, 5.429, -28.890)  0.244
H (-14.169, 6.859, -28.593)  0.176
H (-12.719, 5.778, -25.767)  0.058
H (-13.238, 7.195, -26.682)  0.070
C (-8.813, 1.393, -25.980)  0.593
O (-9.177, 1.204, -24.831)  -0.616
N (-8.012, 0.573, -26.711)  -0.460
N (-9.107, 2.509, -26.719)  -0.228
H (-7.375, 0.981, -27.373)  0.194
H (-7.710, -0.271, -26.253)  0.228
H (-9.729, 3.275, -26.535)  0.098
H (-8.802, 2.319, -27.658)  0.196
C (-8.767, 13.859, -26.235)  0.520
O (-8.634, 14.259, -27.386)  -0.816
N (-7.931, 14.165, -25.231)  -0.181
N (-9.872, 13.244, -25.805)  -0.318
H (-7.164, 14.777, -25.448)  0.216
H (-8.109, 13.753, -24.316)  0.157
H (-10.453, 13.120, -26.621)  0.254
H (-9.879, 12.664, -24.981)  0.144
C (-9.759, 5.318, -29.117)  0.694
O (-8.880, 5.225, -29.974)  -0.714
N (-10.131, 6.533, -28.614)  -0.183
N (-10.625, 4.358, -28.851)  -0.295
H (-10.933, 6.600, -28.008)  0.142
H (-9.505, 7.312, -28.729)  0.027
H (-10.706, 3.705, -29.615)  0.218
H (-11.367, 4.316, -28.172)  0.110